(1)
This record from the Open Molecules 2025 dataset describes a 14-piece molecular cluster, C29H76N24O19 overall in a non-equilibrium geometry. The level of theory is wB97M-V/def2-TZVPD.

XYZ file:
```
148
Properties=species:S:1:pos:R:3:forces:R:3
C -0.36615 -1.43457 -0.34062 0.8 -0.5 -0.3
C 0.49701 -1.93925 -1.34065 0.0 1.2 0.2
C 1.95673 -2.30273 -1.08441 -0.1 0.2 1.8
O 2.68400 -2.33096 -2.08021 0.5 -0.9 0.2
C 2.35172 -2.46649 0.27535 -1.8 1.6 -0.6
C 1.55496 -1.98057 1.32258 -2.0 -2.1 1.1
C 0.00379 -1.61138 1.02752 0.3 0.1 -1.6
O -0.82821 -1.57194 1.95004 0.5 0.1 0.6
O 1.82696 -2.10690 2.56014 -0.1 0.8 -0.8
O 0.22852 -1.98095 -2.55401 -1.1 0.1 -0.7
H -1.31786 -1.02404 -0.73383 0.4 -0.5 0.8
H 3.33012 -2.67802 0.51470 2.2 -0.6 0.4
C 2.80012 -0.18889 -4.49790 -1.2 -2.4 -0.3
O 3.01260 0.59069 -5.39302 0.2 1.3 -1.1
N 2.12041 -1.38680 -4.73780 0.1 2.0 -2.6
N 3.18171 0.00042 -3.23111 1.3 1.1 2.2
H 1.88660 -2.02312 -4.03047 -0.4 -0.7 1.3
H 1.61039 -1.38144 -5.64599 0.8 -0.2 1.4
H 3.10823 -0.72889 -2.50953 0.0 0.2 -0.9
H 3.89725 0.71865 -3.07883 -0.6 -0.5 -0.3
C -2.18436 0.01036 -5.21156 1.8 -0.7 2.0
O -3.21954 0.20313 -5.80637 -0.7 0.2 -0.8
N -1.99106 -0.96399 -4.25559 2.4 1.2 -0.4
N -1.04238 0.81652 -5.37335 -0.3 -0.5 -0.9
H -1.11341 -1.11461 -3.69097 -1.0 0.3 -0.8
H -2.74102 -1.47018 -3.92479 -1.9 -1.0 0.5
H -0.99756 1.10255 -6.36020 0.4 0.0 0.8
H -0.18346 0.38440 -5.01463 -0.3 0.4 -0.4
C 0.39655 -0.16044 5.44121 -1.0 0.3 1.2
O 0.14506 0.60978 6.39086 0.7 -0.5 -0.2
N -0.24893 0.01271 4.27397 1.5 0.0 0.5
N 1.23582 -1.22446 5.53722 -0.4 0.9 -0.9
H -0.94605 0.68511 4.39857 -1.3 1.1 -0.4
H -0.40196 -0.73577 3.64022 0.1 -0.8 -1.0
H 1.36431 -1.75114 4.68771 0.3 -0.5 0.0
H 1.59369 -1.43482 6.43391 0.4 -0.4 0.5
C -1.64199 -4.93131 1.22935 -0.9 0.3 1.2
O -1.85911 -6.05807 0.81973 -0.3 -0.1 -0.8
N -2.60969 -3.93070 1.34483 1.7 0.6 0.3
N -0.42628 -4.61448 1.75096 1.1 -0.8 0.2
H -2.19459 -2.98729 1.51993 -0.5 -0.9 -0.3
H -3.23830 -3.94040 0.57819 -0.7 0.0 -0.5
H 0.10421 -5.41871 2.03349 0.1 -0.5 -0.5
H -0.28238 -3.93959 2.45694 -0.4 1.5 0.3
C 6.91095 -3.32062 -1.64382 -0.4 -1.6 0.6
O 7.56639 -4.30218 -1.22142 -1.0 1.7 -0.5
N 7.43465 -2.33468 -2.41881 0.1 0.8 -0.7
N 5.53342 -3.15512 -1.39401 1.2 -1.0 0.2
H 6.99115 -1.41698 -2.46779 0.0 -0.6 0.4
H 8.42980 -2.22199 -2.53892 -0.1 -0.6 0.4
H 5.04287 -3.99524 -1.00997 0.7 1.4 -0.8
H 5.04796 -2.53426 -2.03549 -0.4 -0.5 0.4
C 2.20731 2.22826 0.62154 -0.1 -1.4 0.5
O 2.08366 3.28717 1.16644 -0.4 2.4 1.6
N 2.38031 2.20994 -0.70852 0.7 0.3 -0.8
N 2.14395 1.06166 1.35643 0.8 -0.5 -1.7
H 2.44430 3.09454 -1.18038 0.0 0.1 0.4
H 2.30248 1.45061 -1.31870 -0.2 -1.5 -0.6
H 1.70100 1.12934 2.25142 0.1 -0.2 0.2
H 2.39944 0.15803 0.94040 -0.4 0.7 0.5
C -2.79025 2.34386 -9.57323 -1.0 0.9 0.4
O -2.88893 2.35677 -10.77986 0.3 0.2 -0.7
N -2.61122 1.21597 -8.85245 0.8 -1.9 -1.2
N -2.95611 3.46975 -8.77687 0.3 -1.7 0.1
H -2.59643 0.31839 -9.35449 0.0 1.1 0.2
H -2.84873 1.11524 -7.90534 -0.5 0.1 1.5
H -3.05953 4.35801 -9.20296 0.1 0.5 -0.1
H -2.74578 3.30615 -7.80580 -0.1 0.8 0.0
C 0.30843 4.19537 5.35293 1.6 -1.0 -1.2
O 0.05324 5.36970 5.15062 -0.2 -0.3 0.2
N 0.84503 3.35839 4.35047 -1.1 1.6 1.0
N 0.30768 3.57056 6.59479 -0.7 1.6 0.5
H 1.08587 2.41905 4.52855 0.1 -0.8 0.4
H 0.83386 3.65268 3.39770 0.1 0.3 -0.4
H 0.01423 4.25355 7.32488 0.1 -1.2 -0.9
H -0.09590 2.63891 6.59451 0.3 -0.1 0.3
C -0.29657 -5.54145 -3.22891 0.7 0.0 -0.5
O -0.52675 -6.61002 -3.75917 -0.6 -0.8 -0.3
N -0.33803 -5.33715 -1.90067 0.3 1.6 0.7
N 0.15503 -4.46421 -3.94929 -0.2 0.2 -1.0
H -0.68901 -5.99830 -1.24832 -0.3 -0.6 0.2
H -0.23007 -4.37689 -1.57958 -0.1 -0.6 0.1
H -0.16068 -4.43417 -4.92134 0.4 -0.1 0.8
H 0.37535 -3.58298 -3.49613 -0.3 0.0 0.0
C 7.33864 0.00366 0.26061 -0.7 1.7 -1.0
O 7.39182 0.02132 -0.97107 0.1 0.3 0.0
N 7.69318 -1.07776 0.96375 0.1 1.2 0.9
N 6.93245 1.12063 0.94612 0.1 0.1 -0.2
H 7.91071 -1.84016 0.41015 0.4 -1.8 -0.9
H 7.40375 -1.16479 1.90617 -0.2 -0.2 0.9
H 6.85749 1.10516 1.95009 -0.3 0.0 0.0
H 6.60199 1.92728 0.40624 0.3 -0.9 0.5
C 4.95823 -0.60480 3.85021 -0.3 -1.1 -0.6
O 6.07030 -0.20513 3.54930 1.2 1.0 0.3
N 4.13554 0.02044 4.75581 -1.9 0.7 0.6
N 4.54182 -1.78994 3.29417 -2.1 1.7 2.5
H 4.36401 0.96382 5.11763 0.1 -1.2 -0.8
H 3.09541 -0.18897 4.83235 2.1 0.0 -0.3
H 5.18205 -2.20769 2.69515 0.8 -0.7 -1.3
H 3.53408 -1.97594 3.28969 0.4 -0.4 -0.7
C -4.99296 -2.40070 -1.23957 0.4 -1.5 2.1
O -4.68391 -1.53358 -0.13920 -1.3 -0.9 -0.3
C -4.87231 -0.14181 -0.34910 0.2 -0.1 1.2
C -4.26052 0.44629 0.92530 -1.3 0.1 0.8
N -5.10578 0.35243 2.17531 0.0 0.7 -1.5
C -4.61892 -0.62727 3.12430 -0.7 0.7 0.3
C -3.22042 -0.29327 3.70320 -0.2 -0.3 -0.6
O -2.94083 1.08191 3.86109 0.1 0.3 -0.9
C -3.31872 1.54572 5.11123 -1.1 0.9 0.5
H -5.36796 -3.42184 -0.77573 1.3 1.8 -0.9
H -4.01976 -2.44371 -1.74399 -0.6 -0.8 -0.6
H -5.82383 -2.14588 -1.87117 -0.3 0.9 -0.4
H -5.95812 0.11109 -0.38240 0.6 -0.1 -0.4
H -4.28361 0.13816 -1.23442 -0.4 0.4 0.0
H -3.74644 1.37044 0.80822 -0.6 1.5 -0.3
H -3.40501 -0.10775 1.13418 1.5 -1.7 0.1
H -5.18513 1.26939 2.59825 0.1 -0.1 0.0
H -4.66491 -1.54897 2.57416 0.7 -0.7 -0.1
H -5.41295 -0.77513 3.87914 0.5 0.4 0.2
H -2.42881 -0.70056 3.10180 0.0 -0.1 -0.6
H -3.05205 -0.68343 4.66755 -0.2 -1.2 1.3
H -3.48863 2.63507 4.98799 0.9 -0.4 0.6
H -2.65811 1.18877 5.93405 0.0 0.7 -0.5
H -4.32688 1.21667 5.36336 -0.3 -0.4 0.1
C -4.58299 4.31160 0.42463 -0.3 -1.5 0.9
O -3.68679 5.33964 0.70305 -0.1 0.9 0.6
C -2.75948 5.14566 1.76433 0.1 -2.1 -0.5
C -1.68291 4.20144 1.22028 1.2 0.2 0.0
N -1.98066 2.78882 1.22424 -0.8 -0.7 1.4
C -0.98719 1.85737 0.67852 -0.8 0.3 -0.9
C -0.77647 2.03017 -0.84984 1.2 -0.2 0.2
O -2.01168 2.04208 -1.50865 -0.5 1.5 -0.4
C -2.00142 2.95795 -2.62940 -0.8 -0.2 1.7
H -5.14801 4.00350 1.34676 0.5 0.1 -0.5
H -4.15664 3.38759 -0.03486 0.1 0.7 0.4
H -5.31409 4.70202 -0.24203 -0.6 0.5 -0.7
H -3.16657 4.64930 2.67962 -0.4 0.6 -0.5
H -2.33378 6.10868 2.01649 0.0 0.1 0.0
H -0.72972 4.36687 1.75807 0.0 0.4 -0.4
H -1.62979 4.49346 0.16802 0.7 0.1 0.0
H -2.19329 2.47304 2.19251 0.2 0.3 -0.9
H -1.41039 0.87019 0.82288 -0.2 -0.3 -0.1
H -0.04674 1.80443 1.20632 0.3 0.5 0.0
H -0.24014 1.15738 -1.25826 0.3 0.1 0.5
H -0.11554 2.90937 -1.13451 -1.0 -0.6 0.6
H -1.33693 3.81288 -2.43272 -0.3 -0.1 0.0
H -3.03942 3.28726 -2.77952 0.3 0.0 0.0
H -1.66507 2.40307 -3.45581 0.5 -0.4 -1.5
```
Forces are in eV/Å.

Output
DFT total energy	-105983.297	eV
total charge	-2
gap between HOMO and LUMO	7.6623	eV

Atomic partial charges in e from the Mulliken method, atoms 1 to 8: number 1, C, carries -0.370; number 2, C, carries -1.513; number 3, C, carries 1.213; number 4, O, carries -0.916; number 5, C, carries -1.478; number 6, C, carries 0.479; number 7, C, carries 1.078; number 8, O, carries -0.625

***

(2)
This record from the Open Molecules 2025 dataset describes C2H3NOS2 in the gas phase in a non-equilibrium geometry. The level of theory is wB97M-V/def2-TZVPD.

XYZ file:
```
9
Properties=species:S:1:pos:R:3:forces:R:3
C -0.76405 -0.26947 0.05103 1.2 0.5 1.3
C 0.19359 1.09280 0.00812 0.6 -2.1 -0.8
N -0.10150 -1.35078 0.09548 0.4 -1.0 0.0
O 1.77960 -0.80629 -0.27108 -0.4 -1.5 -1.5
S -2.35106 0.10677 0.28627 -0.7 0.0 -0.3
S 1.88412 0.49720 0.44120 -2.2 1.6 1.0
H 0.03887 1.22476 -1.06240 0.4 0.7 0.0
H -0.28876 1.81301 0.63632 0.3 0.6 0.2
H -0.39082 -2.30801 -0.18494 0.4 1.2 0.2
```
Forces are in eV/Å.

Output
DFT total energy	-27326.291	eV
relative energy (zero: lowest compared OMol25 entry of this formula, charge and spin)	103.4	kcal per mole
total charge	0
gap between HOMO and LUMO (spin up / spin down)	6.1640 / 6.1605	eV

Atomic partial charges in e from the Mulliken method, atoms 1 to 8: number 1, C, carries 0.285; number 2, C, carries -0.637; number 3, N, carries -0.317; number 4, O, carries -0.340; number 5, S, carries -0.335; number 6, S, carries 0.293; number 7, H, carries 0.346; number 8, H, carries 0.412

***

(3)
This record from the Open Molecules 2025 dataset describes a 2-piece molecular cluster, CH2F3P overall in a non-equilibrium geometry. The level of theory is wB97M-V/def2-TZVPD.

XYZ file:
```
7
Properties=species:S:1:pos:R:3:forces:R:3
C -1.25664 -0.09378 -0.00875 0.0 0.0 0.0
F 0.86758 -1.17090 1.18863 -0.4 0.6 -0.3
F 0.89010 -1.14080 -1.18814 -0.4 0.6 0.3
F 2.50324 2.09765 0.01197 -0.6 -0.7 0.0
P 0.46044 -0.18222 0.00829 1.4 -0.5 0.0
H -1.71964 0.26983 -0.91310 0.0 0.0 -0.2
H -1.74508 0.22022 0.90108 0.0 -0.1 0.2
```
Forces are in eV/Å.

Output
DFT total energy	-18507.582	eV
relative energy (zero: lowest compared OMol25 entry of this formula, charge and spin)	97.6	kcal per mole
total charge	0
gap between HOMO and LUMO (spin up / spin down)	8.8631 / 6.2447	eV

How positive or negative is each atom? The Mulliken charges in e answer that: number 1, C, carries -0.565; number 2, F, carries -0.228; number 3, F, carries -0.227; number 4, F, carries -0.223; number 5, P, carries 0.626; number 6, H, carries 0.307; number 7, H, carries 0.308

***

(4)
This record from the Open Molecules 2025 dataset describes a 11-piece molecular cluster, C35H60Br6O24 overall in a non-equilibrium geometry. The level of theory is wB97M-V/def2-TZVPD.

XYZ file:
```
125
Properties=species:S:1:pos:R:3:forces:R:3
C -3.36221 6.71088 -7.24745 2.4 -1.4 1.0
C -3.78885 5.50303 -6.34698 -1.4 0.9 -0.7
C -4.63208 4.48641 -7.11623 -1.8 1.6 -0.4
O -4.10511 3.23276 -6.91468 1.8 -0.7 1.2
C -3.05631 3.38981 -6.04312 2.1 -4.4 0.7
O -2.38915 2.44248 -5.60382 -2.1 2.8 -1.3
O -2.81559 4.65320 -5.74946 0.8 1.1 -0.3
H -4.12011 7.18004 -7.87481 -0.2 -0.1 0.6
H -2.53679 6.38832 -7.88206 -0.3 -0.5 -0.7
H -2.74451 7.37544 -6.64338 -0.8 0.7 0.3
H -4.36914 5.89739 -5.51280 0.0 0.1 0.0
H -4.66829 4.71816 -8.18069 -0.1 -0.1 0.0
H -5.62802 4.50413 -6.67363 -0.3 0.0 -0.5
C -6.23696 6.80114 1.30173 0.4 -1.3 -0.5
C -6.78127 7.24835 2.64261 0.6 -2.5 -1.8
C -5.69323 7.64391 3.60785 -0.8 0.6 0.4
O -5.70435 9.08343 3.48248 -1.1 0.0 -0.6
C -6.95351 9.39690 2.93546 2.3 3.5 0.7
O -7.40673 10.48402 2.79264 0.4 1.0 0.6
O -7.54244 8.37523 2.49697 -2.7 -1.9 -1.1
H -5.32976 7.26773 0.91782 -0.4 0.7 -0.1
H -7.04281 6.68193 0.57751 0.1 0.7 -0.2
H -5.91812 5.76197 1.38280 0.1 -0.2 0.5
H -7.48857 6.44298 2.84059 0.3 0.0 1.2
H -4.74203 7.23414 3.26813 0.0 0.1 0.7
H -6.05410 7.46985 4.62155 0.8 -0.6 0.2
C 3.91143 6.58069 -1.97858 -0.5 -0.7 2.0
C 2.67261 7.48263 -1.71623 0.1 -0.4 -2.4
C 1.30071 6.84552 -1.91815 -0.6 -1.4 0.3
O 0.55193 7.13753 -0.71599 -0.2 0.4 -1.2
C 1.29588 7.92259 0.04564 0.5 -0.6 2.0
O 0.98195 8.33712 1.12172 -0.1 0.3 -0.6
O 2.55242 8.00292 -0.43373 1.1 0.9 0.7
H 3.89575 5.81788 -1.20014 -0.2 -0.3 0.2
H 4.88825 7.01617 -1.76812 -0.2 0.7 -0.5
H 3.93164 5.97841 -2.88685 -0.3 0.7 -0.3
H 2.68357 8.26569 -2.47439 0.4 0.6 0.4
H 1.32409 5.75584 -1.93079 0.1 0.0 -0.5
H 0.77498 7.25471 -2.78086 0.0 -0.2 0.1
C -3.81441 -4.99040 -7.80755 -2.0 0.3 0.5
C -4.03259 -3.87039 -6.76991 1.0 -0.2 -3.2
C -5.36589 -3.15529 -6.69118 -0.2 -1.2 -2.2
O -5.66245 -3.24313 -5.31961 -3.6 2.2 -0.8
C -4.68710 -3.74650 -4.68539 5.1 1.8 5.8
O -4.28996 -3.42447 -3.52702 -2.4 -2.0 -3.7
O -3.89222 -4.40983 -5.51877 1.5 -1.1 1.1
H -3.74287 -4.58541 -8.81699 0.4 -0.1 0.1
H -4.76711 -5.51887 -7.77344 0.1 -0.7 -0.2
H -3.02255 -5.67757 -7.50945 0.1 0.4 -0.2
H -3.31503 -3.12259 -7.10755 0.8 0.3 1.3
H -6.09442 -3.66961 -7.31792 -0.5 -0.2 0.5
H -5.28211 -2.17563 -7.16166 -0.2 0.5 1.1
C 2.82428 -8.16799 -0.97117 0.2 0.3 0.2
C 1.45409 -8.78164 -1.26266 1.2 -0.5 -1.9
C 0.62148 -8.02408 -2.30520 -1.2 1.6 0.5
O 0.23075 -8.93627 -3.33441 -2.0 2.9 0.8
C 0.99973 -9.93534 -3.26395 1.3 -5.3 -2.7
O 0.96370 -10.82899 -4.13526 0.8 2.1 3.0
O 1.79031 -9.87753 -2.17138 0.3 -1.6 0.0
H 3.03547 -7.39773 -1.71292 0.2 0.0 0.1
H 3.57256 -8.95480 -1.06661 -0.1 0.0 -0.2
H 3.00493 -7.75767 0.02236 -0.6 0.1 0.0
H 1.00756 -9.20861 -0.36466 -0.5 0.2 -0.3
H 1.21007 -7.27281 -2.83175 0.2 0.2 0.4
H -0.29179 -7.56413 -1.92774 0.1 0.0 0.0
C -2.49407 -10.09528 3.79097 -0.5 -0.9 0.4
O -2.24850 -8.75858 3.49876 -2.1 0.9 -1.2
C -1.57395 -8.01504 4.31569 4.2 -0.3 0.1
O -0.64109 -8.46352 4.96912 -1.6 0.9 0.3
O -1.70937 -6.71400 4.08018 -0.6 0.7 1.1
C -2.86165 -6.25234 3.36757 -0.4 -0.7 -0.8
H -1.77142 -10.70896 3.25313 -0.2 -0.2 0.3
H -3.52301 -10.25298 3.46771 0.2 -0.4 -0.3
H -2.49526 -10.26291 4.86801 0.5 -0.1 -0.1
H -2.71049 -6.59570 2.34416 -0.3 0.5 -0.2
H -3.00006 -5.17411 3.44727 0.7 -0.1 0.1
H -3.79995 -6.70075 3.69409 0.2 -0.2 0.4
C 5.24688 -3.49281 5.04742 0.2 -1.3 1.1
O 5.11594 -2.44740 6.01535 0.3 -0.1 -0.5
C 4.50699 -2.66106 7.20482 -2.5 5.7 -1.4
O 3.85063 -1.69063 7.62256 1.5 -2.7 0.4
O 4.63148 -3.83271 7.66384 0.7 -3.1 -0.4
C 4.18594 -4.27441 8.90343 0.4 0.2 2.8
H 5.60029 -3.14474 4.07682 -0.3 0.5 0.4
H 4.31849 -4.06040 4.98389 -0.3 0.3 -0.4
H 5.94888 -4.24147 5.41455 0.4 0.1 -0.1
H 4.64101 -3.65349 9.67508 -0.2 0.5 0.0
H 4.63385 -5.22992 9.17637 -0.1 -0.3 -1.0
H 3.12171 -4.32031 9.13450 -0.1 0.3 -0.9
C 8.74022 0.16912 -7.39302 3.1 -1.6 0.7
O 7.84569 1.19681 -7.39699 -1.1 1.8 -1.4
C 6.60991 1.03520 -6.97621 -2.6 2.0 1.4
O 5.70954 1.88611 -7.05393 2.6 -2.0 -0.4
O 6.48486 -0.10565 -6.28603 0.6 0.5 -0.3
C 5.21281 -0.40942 -5.78923 -1.4 -2.0 -0.1
H 9.11729 0.00717 -6.38322 -0.7 -0.7 0.3
H 9.70266 0.44855 -7.82170 -0.4 0.9 -0.7
H 8.51751 -0.75445 -7.92735 -0.8 0.1 0.3
H 5.04954 -1.43343 -6.12515 -0.3 -0.1 -0.3
H 4.38741 0.18286 -6.18421 0.5 0.4 0.2
H 5.15736 -0.56465 -4.71176 0.5 0.9 0.1
Br 1.67966 -1.77109 0.71568 0.4 -0.5 0.1
C 0.54075 -0.24044 0.73869 -0.7 1.3 1.1
C 0.19496 0.15443 2.22627 0.3 -0.7 -1.2
Br -0.62876 1.96914 2.36965 0.6 -1.1 -0.1
H -0.30659 -0.50884 0.10776 0.0 0.4 0.2
H 1.11579 0.59644 0.34240 -0.2 -0.2 -0.3
H 1.15694 0.09207 2.73500 -0.3 0.6 0.3
H -0.47358 -0.57247 2.68755 -0.1 0.3 -0.1
Br 5.63433 6.96648 6.16161 -0.1 -0.3 0.4
C 4.58488 5.45383 6.79594 -1.3 -0.8 -1.8
C 3.86761 4.75046 5.55520 0.5 1.1 0.9
Br 5.12534 3.89851 4.26814 -1.0 0.3 0.9
H 3.72065 5.81960 7.35041 0.4 0.3 0.3
H 5.19046 4.79668 7.42006 0.0 0.1 -0.3
H 3.26888 5.49973 5.03730 0.8 0.4 -0.5
H 3.01793 4.16935 5.91362 0.8 -1.2 0.1
Br -2.22034 -1.53725 8.31680 1.1 1.6 0.3
C -1.29839 0.27143 8.55598 -0.5 1.0 1.3
C -0.95882 0.65889 10.08970 0.0 -1.4 -1.4
Br -0.48013 2.56976 10.22118 -0.4 -1.0 -0.1
H -1.98357 1.01597 8.15065 -0.7 -0.3 0.5
H -0.48347 0.46077 7.85730 0.6 -1.1 0.4
H -0.15461 0.05706 10.51295 0.6 0.4 -0.7
H -1.72804 0.34095 10.79349 -0.7 0.9 -0.4
```
Forces are in eV/Å.

Output
DFT total energy	-506656.821	eV
total charge	0
SMILES string	C[C@H]1COC(=O)O1.C[C@H]1COC(=O)O1.C[C@H]1COC(=O)O1.C[C@H]1COC(=O)O1.C[C@H]1COC(=O)O1.COC(=O)OC.COC(=O)OC.COC(=O)OC.BrCCBr.BrCCBr.BrCCBr
gap between HOMO and LUMO	9.8762	eV

Atomic partial charges in e from the Mulliken method, atoms 1 to 8: number 1, C, carries -1.425; number 2, C, carries 0.457; number 3, C, carries -0.377; number 4, O, carries -0.310; number 5, C, carries 0.651; number 6, O, carries -0.579; number 7, O, carries -0.331; number 8, H, carries 0.358

***

- What is the formula in the second record?
  C2H3NOS2